[1]
Entry from the OMol25 dataset: C34H20ClN5NaO2S as an isolated structure in a non-equilibrium geometry (the ωB97M-V functional and the def2-TZVPD basis).

Frontier orbital gap in eV: 5.216
Net charge: -1
Energy in eV: -74906.6329
ΔE to the lowest compared entry with this formula, charge and spin in kcal per mole: 10.65

Geometry as XYZ:
```
64
C34H20ClN5NaO2S (the ωB97M-V functional and the def2-TZVPD basis)
Na -0.10 0.21 -0.68
C -3.37 -3.43 0.22
C -4.52 -2.66 0.37
C -4.38 -1.29 0.34
C -3.12 -0.70 0.18
C -1.90 -1.42 0.05
C -2.14 -2.82 0.07
C -3.07 0.80 0.14
C -4.25 1.57 -0.16
C -4.21 2.92 -0.19
C -2.99 3.59 0.09
C -2.85 4.99 0.09
C -1.64 5.57 0.36
C -0.52 4.75 0.62
C -0.63 3.39 0.61
C -1.88 2.77 0.34
N -1.93 1.41 0.36
H -3.45 -4.52 0.23
H -5.49 -3.12 0.51
H -5.28 -0.69 0.47
H -1.28 -3.49 -0.03
H -5.17 1.06 -0.39
H -5.10 3.50 -0.43
H -3.72 5.61 -0.12
H -1.53 6.65 0.37
H 0.45 5.21 0.82
H 0.22 2.75 0.79
S 5.60 -0.02 5.29
N 4.00 0.04 5.45
C 3.48 0.03 4.23
C 2.07 0.03 3.90
C 1.04 0.00 4.84
C -0.27 -0.02 4.39
C -0.51 0.01 3.01
N 0.46 0.05 2.12
C 1.72 0.05 2.55
C 2.75 0.05 1.48
N 2.30 0.04 0.23
C 3.18 0.01 -0.76
C 4.56 -0.01 -0.54
C 5.03 0.01 0.75
C 4.11 0.03 1.80
C 4.48 0.03 3.21
N 5.71 0.04 3.68
H 1.27 -0.01 5.90
H -1.10 -0.05 5.08
H -1.52 -0.02 2.60
H 2.75 -0.02 -1.76
H 5.24 -0.04 -1.39
H 6.09 -0.01 0.97
Cl -0.36 1.29 -9.13
C -0.23 1.14 -7.38
C 0.26 -0.04 -6.84
C 0.36 -0.15 -5.47
C -0.02 0.90 -4.64
C -0.52 2.07 -5.21
C -0.62 2.20 -6.59
C 0.09 0.78 -3.13
O -0.30 1.75 -2.45
O 0.57 -0.29 -2.68
H 0.55 -0.85 -7.50
H 0.73 -1.05 -5.00
H -0.82 2.87 -4.55
H -1.01 3.10 -7.04
```

***

[2]
Entry from the OMol25 dataset: C5H7N in the gas phase in a non-equilibrium geometry (the ωB97M-V functional and the def2-TZVPD basis).

Frontier orbital gap (alpha / beta) in eV: 8.201 / 8.202
Net charge: 0
Energy in eV: -6783.0336
ΔE to the lowest compared entry with this formula, charge and spin in kcal per mole: 126.35

Geometry as XYZ:
```
13
C5H7N (the ωB97M-V functional and the def2-TZVPD basis)
C -0.53 -0.88 -0.40
C 0.69 -0.49 -1.20
C 0.57 0.78 1.61
N 1.47 0.44 2.24
H -0.45 -1.83 0.12
H -1.43 -0.87 -1.03
H 0.63 0.54 -1.55
H 1.59 -0.64 -0.61
H 0.77 -1.11 -2.09
C -0.99 0.36 0.78
C -0.62 1.64 0.68
H -0.20 2.13 -0.18
H -1.50 -0.08 1.63
```